C8H4NO3S2Te4Zn as an isolated structure. Source: the OMol25 dataset; level of theory: ωB97M-V/def2-TZVPD.

The geometry in ORCA input format:
```
! RIJCOSX wB97M-V def2-TZVPD def2/J DEFGRID3
* xyz -1 1
Zn -1.50846 0.17563 -0.05128
Te -2.27843 1.59678 1.92553
Te -1.82955 -0.45132 3.63679
Te -3.26629 -2.35863 2.37973
Te -1.95983 -2.44492 -0.00190
O -3.83830 4.97516 -2.04607
S -3.58533 3.97908 -3.04492
O -3.65701 4.34563 -4.43033
N -2.12202 3.24989 -2.74224
C -2.26861 2.00618 -2.44687
S -0.91857 0.94479 -2.14040
C -3.69092 1.51465 -2.42982
C -4.17463 0.25004 -2.14925
C -5.55086 0.05645 -2.17576
C -6.41515 1.10081 -2.48821
C -5.92681 2.36930 -2.78436
C -4.55948 2.54030 -2.74452
H -3.49883 -0.55761 -1.90278
H -5.95297 -0.92161 -1.94597
H -7.48350 0.92533 -2.49711
H -6.59002 3.18747 -3.03019
O 1.49074 -0.47466 1.51223
C 0.83454 -0.23727 0.63492
*
```

Energy relative to the best compared isomer or geometry (same formula, charge and spin)   0.0 kJ/mol
Largest force on an atom   0.009 Eh/bohr
Molar mass   802.0 g/mol
E_HOMO   -4.5801 eV
E_tot   -4235.7095 Ha

A 16-piece molecular cluster, C8H51N2O16P overall in a non-equilibrium geometry. Source: the OMol25 dataset; level of theory: ωB97M-V/def2-TZVPD.

The geometry in ORCA input format:
```
! RIJCOSX wB97M-V def2-TZVPD def2/J DEFGRID3
* xyz 0 1
C 3.40163 2.68792 0.31528
C 3.64762 2.13903 -1.12752
N 2.80440 1.02168 -1.54637
P 2.70985 -0.24247 -0.36807
C 1.49070 -1.51638 -0.95476
C 0.29227 -1.48312 0.03211
C -0.73777 -0.51331 -0.51455
O -1.77204 -0.24243 0.41222
C -1.98920 1.15107 0.63814
C 4.35828 -1.10009 -0.43650
N 5.36970 -0.39307 0.37208
C 5.62251 -1.08503 1.64070
H 3.28007 3.77044 0.26715
H 2.50249 2.30047 0.77955
H 4.26192 2.53120 0.95788
H 3.45461 2.95976 -1.80934
H 4.70290 1.90263 -1.23399
H 1.89614 1.32439 -1.87569
H 1.09242 -1.28815 -1.94220
H 1.91275 -2.51683 -0.98086
H 0.66080 -1.13019 0.99297
H -0.12341 -2.47597 0.18863
H -1.17049 -0.96925 -1.40930
H -0.20605 0.39510 -0.79828
H -1.85327 1.72680 -0.27526
H -1.32275 1.47707 1.43672
H -3.02762 1.25213 0.93210
H 4.26299 -2.14632 -0.16074
H 4.68122 -1.04855 -1.48346
H 4.97491 0.50795 0.61411
H 4.73378 -1.57343 2.04004
H 5.91999 -0.34965 2.38373
H 6.42197 -1.81140 1.53619
O 0.36137 3.38076 -1.40332
H 0.99200 3.76378 -0.78265
H 0.16973 4.09947 -2.01554
O 4.67671 -4.14794 1.13576
H 4.16445 -4.53199 1.85558
H 5.41340 -4.75939 1.03105
O -1.20155 5.60187 -0.39229
H -1.90978 5.22798 -0.93572
H -1.00564 4.90572 0.24515
O -5.52412 1.69526 1.43134
H -6.24465 1.35358 0.88659
H -5.27037 0.93905 1.97469
O 4.39471 -6.94411 0.50084
H 3.48010 -7.19481 0.32811
H 4.58152 -6.29012 -0.18224
O -7.90206 0.59450 2.47511
H -7.48343 1.45205 2.62069
H -8.71689 0.79845 1.99512
O -3.00693 7.28415 1.67149
H -2.64985 6.56024 1.14214
H -2.56525 8.06392 1.31949
O 7.44981 -2.21179 -1.52651
H 7.06722 -2.79072 -2.19413
H 6.68655 -1.83351 -1.07168
O -2.38298 4.18420 -2.83451
H -3.28881 3.87846 -2.95867
H -2.23059 4.78003 -3.57719
O -7.80522 2.90934 0.11019
H -8.27103 3.72795 -0.09144
H -6.94056 3.19919 0.42920
O 0.49555 -5.37993 0.01532
H 0.04354 -5.29701 0.86237
H -0.09867 -4.94686 -0.60864
O 2.39758 -5.17675 -2.59872
H 1.93678 -5.10044 -1.75416
H 1.82262 -4.72993 -3.23091
O -10.77984 -0.20211 1.94998
H -11.49778 -0.53404 1.40054
H -10.52366 -0.95528 2.49423
O 2.80318 -2.68822 -3.80595
H 3.52801 -2.98577 -3.24406
H 3.22911 -2.17766 -4.50335
O -6.53404 -1.06993 4.29300
H -6.92758 -1.11560 5.17002
H -7.18602 -0.59808 3.75098
*
```

Largest force on an atom   0.030 Eh/bohr
Molar mass   462.5 g/mol
E_HOMO   -7.3026 eV
E_tot   -1990.0246 Ha

C8H5Cl2GaLaNO3S as an isolated structure in a non-equilibrium geometry. Source: the OMol25 dataset; level of theory: ωB97M-V/def2-TZVPD.

The geometry in ORCA input format:
```
! RIJCOSX wB97M-V def2-TZVPD def2/J DEFGRID3
* xyz 4 1
Ga -0.40614 -0.32606 -4.41069
La 0.14729 -0.07060 -1.31766
Cl -1.20733 -1.77474 -2.55068
Cl -1.07985 1.67959 -3.04798
C 1.19672 1.69326 -0.62808
C 0.05237 -1.84651 -5.32792
C 0.13517 0.80433 -5.75599
O 1.78988 2.57852 -0.19707
O 0.35370 -2.74937 -5.91616
O 0.48496 1.45639 -6.59552
S -0.47032 -1.91231 0.54191
C -0.25131 -0.86233 1.90344
N -1.32199 -0.72657 2.78774
C -1.17524 0.05943 3.90322
C 0.00784 0.70041 4.13924
C 1.08689 0.56832 3.26176
C 0.96128 -0.21746 2.14649
H -2.18735 -1.21859 2.59228
H -2.03202 0.12646 4.55493
H 0.10982 1.31945 5.03111
H 2.02480 1.07562 3.45239
H 1.78083 -0.35727 1.43324
*
```

Largest force on an atom   0.267 Eh/bohr
Molar mass   474.7 g/mol
E_HOMO (alpha / beta)   -21.6995 / -21.6964 eV
E_tot   -3861.4509 Ha

C8H5Cl8F as an isolated structure in a non-equilibrium geometry. Source: the OMol25 dataset; level of theory: ωB97M-V/def2-TZVPD.

The geometry in ORCA input format:
```
! RIJCOSX wB97M-V def2-TZVPD def2/J DEFGRID3
* xyz 0 1
F -3.66721 -2.49037 2.27860
C -2.68766 -1.95032 1.53433
C -2.93545 -0.70197 0.94014
C -1.93164 -0.05297 0.19452
C -0.78309 -0.73804 -0.00114
C -0.40479 -1.89643 0.75803
C -1.39134 -2.43403 1.50287
H -3.78594 -0.13454 1.28813
H -2.10760 0.87597 -0.32754
H -0.00508 -0.34907 -0.64129
H 0.55058 -2.40006 0.75675
H -1.12119 -3.31749 2.06226
C 1.00776 0.79941 -2.63405
Cl 1.97801 -0.16467 -3.75363
Cl 1.27199 0.02455 -1.07564
Cl 1.77340 2.37279 -2.61687
Cl -0.67117 0.71590 -3.17428
C 2.99422 2.37170 0.60063
Cl 1.47392 2.56645 1.58647
Cl 4.16623 3.55351 1.23947
Cl 3.60273 0.66816 0.63627
Cl 2.67333 2.68150 -1.15404
*
```

Energy relative to the best compared isomer or geometry (same formula, charge and spin)   1092.6 kJ/mol
Largest force on an atom   0.366 Eh/bohr
Molar mass   403.7 g/mol
E_HOMO   -8.2108 eV
E_tot   -4088.7976 Ha

A single C8H5ClN2 molecule in a non-equilibrium geometry. Source: the OMol25 dataset; level of theory: ωB97M-V/def2-TZVPD.

The geometry in ORCA input format:
```
! RIJCOSX wB97M-V def2-TZVPD def2/J DEFGRID3
* xyz 0 1
C -1.17856 -3.30727 -0.59900
C -2.36636 0.36656 1.58471
C 0.73492 -0.21216 0.43665
C 0.26336 1.02567 0.19981
C 0.13584 -1.45888 0.14019
C -1.08333 1.32516 -0.32130
C -0.86434 -1.92088 -0.60961
C -2.21722 0.82869 0.22754
N -1.51555 -4.41782 -0.53764
N -2.49390 0.04848 2.67868
Cl -3.73111 1.18019 -0.60317
H 1.71766 -0.33231 0.81220
H 0.81849 1.81732 0.62115
H 0.74823 -2.22054 0.80187
H -1.14304 1.78232 -1.29030
H -1.60145 -1.29240 -1.24348
*
```

Energy relative to the best compared isomer or geometry (same formula, charge and spin)   331.5 kJ/mol
Largest force on an atom   0.074 Eh/bohr
Molar mass   164.6 g/mol
E_HOMO   -9.6583 eV
SMILES   N#C/C=C/C=C\C=C(\Cl)C#N
E_tot   -877.4409 Ha

C8H5N2O5Sm as an isolated structure in a non-equilibrium geometry. Source: the OMol25 dataset; level of theory: ωB97M-V/def2-TZVPD.

The geometry in ORCA input format:
```
! RIJCOSX wB97M-V def2-TZVPD def2/J DEFGRID3
* xyz 2 6
O 0.49031 0.54311 -4.39407
C 0.63765 -0.04567 -3.42845
Sm -0.22521 -0.63584 -1.05606
O -2.34544 1.13895 -3.30704
C -1.84841 0.59912 -2.43492
C -1.93876 -1.06981 0.69098
O -2.60702 -1.20533 1.61138
C 0.59276 -2.24713 0.41121
O 1.17088 -3.04941 0.99456
C -1.40247 -2.97603 -1.89880
O -1.94914 -3.97329 -2.08845
H 1.44672 -1.57584 -1.39867
N 0.72361 0.58270 2.42045
C 1.11929 1.80614 2.78337
C 1.12114 2.56349 1.60754
C 0.70377 1.70588 0.58140
N 0.45329 0.46961 1.07724
H 0.57589 -0.20475 3.04011
H 1.36009 2.08831 3.79441
H 1.36952 3.59728 1.46836
H 0.55151 1.88850 -0.47454
*
```

Energy relative to the best compared isomer or geometry (same formula, charge and spin)   0.0 kJ/mol
Largest force on an atom   0.106 Eh/bohr
Molar mass   359.5 g/mol
E_HOMO (alpha / beta)   -17.1218 / -17.1277 eV
E_tot   -1450.8262 Ha
<S²>   8.768

C8H5N2O5Tb as an isolated structure in a non-equilibrium geometry. Source: the OMol25 dataset; level of theory: ωB97M-V/def2-TZVPD.

The geometry in ORCA input format:
```
! RIJCOSX wB97M-V def2-TZVPD def2/J DEFGRID3
* xyz 2 7
O -0.87939 2.30475 -4.15539
C -0.75958 2.00445 -3.05596
Tb -0.32607 1.59586 -0.52711
C -1.58741 1.71311 1.77204
O -2.01889 1.63876 2.83738
C -1.29228 -0.78588 -1.67590
O -1.30878 -1.88842 -1.09587
C 1.51119 0.78248 -1.91571
O 2.35261 0.31496 -2.54446
C -2.31941 0.24285 -1.28456
O -3.50653 0.28168 -1.26304
H -0.69908 -0.52390 -2.56842
N 0.04918 -1.13144 1.38022
C 0.93538 -1.66992 2.22385
C 2.07680 -0.86055 2.22641
C 1.83344 0.14264 1.29108
N 0.55110 0.00836 0.79230
H -0.81715 -1.59663 1.04956
H 0.75239 -2.55667 2.78508
H 2.99851 -0.98285 2.78764
H 2.45395 0.96638 0.94086
*
```

Energy relative to the best compared isomer or geometry (same formula, charge and spin)   75.5 kJ/mol
Largest force on an atom   0.117 Eh/bohr
Molar mass   368.1 g/mol
E_HOMO (alpha / beta)   -15.2883 / -15.1299 eV
E_tot   -1617.2674 Ha
<S²>   12.781

C8H5N2O6PTb as an isolated structure in a non-equilibrium geometry. Source: the OMol25 dataset; level of theory: ωB97M-V/def2-TZVPD.

The geometry in ORCA input format:
```
! RIJCOSX wB97M-V def2-TZVPD def2/J DEFGRID3
* xyz 3 7
O -1.55354 3.74095 -0.14325
N -1.91685 3.00744 -0.91044
O -2.30655 1.68338 -0.18280
C -1.35212 0.78905 -0.19401
C -0.80915 0.25069 -1.38345
C 0.20034 -0.71740 -1.35238
P 0.75977 -1.26667 -3.04970
O 0.86896 0.07170 -3.89899
O 2.23696 -1.83734 -2.99856
C 0.74004 -1.25317 -0.17283
C 0.16865 -0.72907 1.05769
C -0.85620 0.29179 1.00057
C -1.19573 0.60383 2.47744
O -2.04111 1.34371 2.85933
N -0.30579 -0.15666 3.36780
C 0.43516 -1.05401 2.59988
O 1.18256 -1.95838 2.88795
H -1.18477 0.57741 -2.35282
H 1.37890 0.69154 -3.34487
H 2.60142 -1.77127 -2.10149
H 1.51805 -2.01762 -0.15520
H -0.77310 -0.56595 4.18499
Tb 2.20408 0.27605 1.80514
*
```

Largest force on an atom   0.081 Eh/bohr
Molar mass   415.0 g/mol
E_HOMO (alpha / beta)   -20.5829 / -20.5024 eV
E_tot   -2033.2893 Ha
<S²>   13.027

C8H6BiBr2Cl2O6Se4 as an isolated structure. Source: the OMol25 dataset; level of theory: ωB97M-V/def2-TZVPD.

The geometry in ORCA input format:
```
! RIJCOSX wB97M-V def2-TZVPD def2/J DEFGRID3
* xyz -1 1
Bi 0.38723 -1.23098 -1.32787
Br 2.52522 -3.86769 0.43904
C 3.30371 -3.19325 2.05754
Br 2.23233 -1.83737 2.90302
H 4.26126 -2.75730 1.81267
H 3.39623 -4.01850 2.74855
O -2.82605 -2.08077 0.78815
Cl -1.86697 -2.96635 0.20669
O -2.34235 -4.31327 0.16200
O -0.59435 -2.87710 0.89903
O -1.59953 -2.52177 -1.21015
Cl -1.11700 5.83292 1.80614
C -1.06061 4.25663 1.04252
C -2.13344 3.83651 0.23994
C -2.11837 2.59867 -0.34006
C -1.03451 1.68600 -0.16140
O -1.14773 0.49787 -0.62616
C 0.08150 2.17885 0.58568
C 1.35281 1.50157 0.70900
O 1.80106 0.59151 0.02366
C 0.01910 3.44225 1.20875
H -2.97471 4.50247 0.09310
H -2.94623 2.25360 -0.94559
H 2.00656 1.91403 1.50138
H 0.85862 3.77146 1.81191
Se -0.63036 -0.01094 -3.39080
Se 0.45201 -0.87608 -5.30193
Se 0.21047 -3.12557 -4.83826
Se 1.50411 -3.18737 -2.89654
*
```

Energy relative to the best compared isomer or geometry (same formula, charge and spin)   71.7 kJ/mol
Largest force on an atom   0.012 Eh/bohr
Molar mass   953.7 g/mol
E_HOMO   -5.0908 eV
E_tot   -16648.5473 Ha